{
  "formula": "C31H57FO9P2S3",
  "method": "the ωB97M-V functional and the def2-TZVPD basis",
  "elements": ["S", "S", "S", "P", "P", "F", "O", "O", "O", "O", "O", "O", "O", "O", "O", "C", "C", "C", "C", "C", "C", "C", "C", "C", "C", "C", "C", "C", "C", "C", "C", "C", "C", "C", "C", "C", "C", "C", "C", "C", "C", "C", "C", "C", "C", "C", "H", "H", "H", "H", "H", "H", "H", "H", "H", "H", "H", "H", "H", "H", "H", "H", "H", "H", "H", "H", "H", "H", "H", "H", "H", "H", "H", "H", "H", "H", "H", "H", "H", "H", "H", "H", "H", "H", "H", "H", "H", "H", "H", "H", "H", "H", "H", "H", "H", "H", "H", "H", "H", "H", "H", "H", "H"],
  "xyz": [[-0.837, 2.904, -2.198], [-0.353, 0.278, 2.008], [1.102, -1.321, -3.767], [1.009, -1.334, -1.854], [-2.664, 0.894, -0.344], [2.938, 0.763, 0.448], [1.104, 5.479, 2.264], [-0.251, 7.216, 4.225], [-0.273, 3.716, -3.285], [-2.656, -6.192, 0.924], [0.144, 2.667, -0.926], [4.823, 0.755, -4.475], [-1.966, 3.695, -1.694], [6.643, 1.539, -3.332], [-3.135, -8.905, 1.980], [-2.975, -3.759, -3.269], [6.105, -0.802, -2.973], [1.829, 1.693, -2.373], [-1.901, -1.144, -2.110], [-2.749, -2.584, -4.096], [3.253, 1.070, -2.509], [-4.351, -8.440, 2.549], [-1.351, 0.207, -1.512], [1.027, -1.590, 3.557], [-2.082, -5.835, 2.173], [-2.704, -3.604, -1.849], [0.813, -0.003, 3.415], [-1.080, 6.121, 4.583], [3.700, 3.271, 1.316], [-3.019, -8.576, 0.601], [0.233, -0.559, 0.520], [-2.095, -7.388, 0.390], [0.080, 5.787, 1.325], [-2.197, -2.356, -1.316], [-3.410, -0.330, 0.847], [1.670, 6.647, 2.847], [3.875, 1.667, -3.857], [-4.194, 1.521, -1.253], [1.991, 1.765, 0.156], [1.001, 1.475, -1.050], [1.132, 6.882, 4.249], [-2.235, -1.326, -3.545], [2.786, 3.141, 0.005], [5.905, 0.631, -3.589], [-1.365, 1.247, -2.739], [0.158, 0.128, -0.923], [1.796, 0.448, 3.100], [-4.257, 2.639, -1.261], [-0.812, 5.213, 4.036], [3.314, -0.037, -2.635], [5.679, -0.770, -1.935], [-0.339, -1.529, 0.407], [1.500, 7.522, 2.212], [-2.066, -2.355, -0.206], [-4.276, -8.538, 3.632], [4.393, 2.638, -3.650], [2.341, -1.321, -1.307], [1.657, 7.737, 4.687], [3.001, 3.189, 2.191], [-4.187, -0.941, 0.291], [-2.087, -0.541, -4.315], [1.287, 1.429, -3.325], [4.482, 2.468, 1.373], [1.285, -0.940, 0.699], [1.442, 1.992, 1.116], [-2.695, -5.049, 2.615], [3.056, 1.896, -4.594], [-4.003, -8.387, 0.159], [0.460, -2.580, -1.403], [-0.447, 4.864, 1.082], [-4.302, 1.079, -2.288], [-1.010, 5.937, 5.661], [2.105, -1.841, 3.399], [-2.588, -9.448, 0.101], [-4.538, -7.392, 2.304], [-2.379, 1.312, -3.222], [-5.186, -9.056, 2.198], [-2.717, -1.060, 1.320], [-2.052, -6.683, 2.861], [0.451, -2.133, 2.755], [-5.132, 1.184, -0.718], [-2.897, -4.474, -1.170], [-0.639, 6.502, 1.732], [-3.334, -4.695, -3.755], [5.566, -1.598, -3.542], [-0.728, 0.843, -3.579], [2.075, 4.005, -0.002], [3.473, 3.180, -0.869], [4.200, 4.278, 1.318], [-2.958, -2.673, -5.192], [-2.110, 6.382, 4.340], [7.183, -1.084, -2.897], [0.459, 0.468, 4.361], [3.993, 1.341, -1.713], [1.314, 6.012, 4.888], [0.522, 6.190, 0.409], [-3.986, 0.183, 1.669], [1.960, 2.810, -2.496], [-1.069, -5.448, 2.022], [-1.107, -7.582, 0.821], [0.642, -1.949, 4.541], [2.751, 6.482, 2.909], [-1.967, -7.228, -0.685]],
  "forces_ev_per_a": [[-2.51, 4.71, -1.03], [-1.06, 1.38, 0.86], [0.01, -0.01, -0.94], [0.67, 0.16, 0.01], [-0.14, 2.09, 2.22], [-0.86, -0.06, -0.68], [-0.17, 0.25, -0.05], [0.06, -0.35, 0.00], [0.92, -2.59, 1.04], [0.15, -0.13, 0.19], [-0.78, -1.26, -1.25], [0.18, 0.19, 1.74], [1.07, -2.23, 0.49], [-0.58, -0.21, -0.06], [-0.20, 0.28, -0.10], [0.86, 2.50, 0.59], [-0.38, 0.15, -0.24], [0.45, 0.30, -0.89], [-1.13, -2.75, -1.73], [0.31, -0.02, 1.71], [1.18, 0.28, -1.10], [0.07, -0.13, 0.08], [-0.86, -0.74, -1.91], [-0.21, 0.49, -0.16], [-0.08, 0.11, -0.06], [0.11, 0.69, -1.37], [1.53, -1.74, -1.34], [-0.06, 0.15, 0.01], [-0.71, 0.15, -0.57], [0.42, -0.19, 0.22], [0.74, -1.66, -0.31], [-0.40, 0.12, -0.26], [-0.02, -0.21, -0.05], [-0.20, 0.16, -0.67], [-1.31, -1.54, -0.68], [0.16, -0.45, 0.22], [-0.88, 0.65, 0.14], [-0.88, -0.81, -0.56], [0.20, 2.52, 0.94], [1.57, 0.22, -0.09], [-0.11, 0.47, -0.22], [-0.37, -1.53, 0.80], [0.89, -0.55, 1.02], [0.65, -1.30, -0.22], [0.43, -1.16, -0.05], [-0.28, -1.04, 0.88], [-0.93, -0.26, 0.61], [0.58, -1.08, -0.22], [0.03, 0.00, 0.02], [-0.48, 0.87, 0.12], [0.37, 0.01, -0.88], [0.37, 1.12, 0.23], [-0.07, -0.01, 0.06], [-0.03, 0.12, -1.18], [0.06, -0.06, -0.07], [-0.39, -0.76, -0.10], [-0.82, -0.01, 0.23], [0.05, -0.03, 0.00], [0.85, 0.20, -0.54], [0.77, 0.42, 0.60], [-0.01, -0.56, 0.87], [0.33, -0.05, 1.23], [-0.78, 0.76, -0.11], [-0.93, 0.73, -0.18], [0.05, -0.89, -1.14], [-0.01, -0.01, -0.10], [0.92, -0.57, 0.52], [0.03, 0.08, 0.03], [0.18, 0.91, 0.33], [0.09, -0.01, 0.01], [0.10, 0.66, 0.92], [-0.02, -0.11, -0.01], [-0.87, 0.10, 0.46], [-0.01, 0.03, -0.06], [-0.01, -0.02, -0.04], [0.91, 0.50, 0.95], [-0.07, 0.09, 0.01], [-0.33, 0.82, -0.34], [0.03, 0.00, -0.04], [0.53, 0.56, 0.88], [1.18, 0.07, -0.29], [0.31, 1.09, -0.52], [0.05, 0.02, 0.00], [0.32, 0.83, 0.75], [0.33, 0.80, 0.37], [-0.13, 0.70, 1.13], [0.53, -0.89, -0.13], [-0.74, -0.03, 0.43], [-0.50, -0.99, 0.10], [0.30, 0.34, 1.17], [0.07, 0.07, 0.01], [-0.85, 0.54, -0.09], [-0.10, -0.22, -1.09], [-1.00, -0.21, -0.35], [-0.01, -0.04, -0.08], [-0.08, 0.07, -0.03], [0.91, -0.06, -0.92], [-0.13, -1.13, 0.47], [0.05, -0.03, 0.09], [-0.06, -0.04, 0.05], [0.55, 0.17, -0.75], [0.02, 0.05, 0.03], [0.03, -0.04, -0.01]],
  "smiles": "CCSC[C@]1([PH2]=S)[C@](CCCOC(C)=O)([C@@H](F)CC)OS(=O)(=O)C[C@]1(c1ccccc1)P(C)C.COCCOC.COCCOC",
  "lumo_ev": 0.17,
  "molar_mass_g_mol": 750.9
}